Molecular formula: C16H26N4O3
Method: DFT, ωB97M-V/def2-TZVPD

XYZ file:
```
49
Properties=species:S:1:pos:R:3:nbo_charge:R:1
C -3.71 -0.58 0.76 -0.62
C -2.30 -1.03 0.50 -0.21
N -1.37 0.13 0.34 -0.46
C -1.01 0.63 -0.95 -0.24
C -1.56 2.05 -1.17 -0.22
N -1.34 2.56 -2.53 -0.45
C 0.10 2.80 -2.90 -0.42
C -2.14 1.96 -3.61 -0.41
C -0.71 0.68 1.45 0.67
O 0.13 1.55 1.28 -0.65
C -1.08 0.31 2.91 -0.31
N 0.03 -0.35 3.68 -0.61
C 0.35 -1.77 3.43 -0.25
C 0.80 -2.14 2.00 0.19
C 1.85 -1.43 1.42 -0.21
C 2.30 -1.71 0.13 -0.11
C 3.30 -0.83 -0.55 0.77
O 3.48 -1.02 -1.75 -0.58
O 3.89 0.18 0.15 -0.50
C 5.01 0.85 -0.46 -0.25
C 1.68 -2.82 -0.48 -0.20
C 0.66 -3.49 0.15 0.02
N 0.19 -3.15 1.34 -0.42
H -3.83 -0.02 1.70 0.21
H -4.40 -1.45 0.79 0.21
H -4.04 0.07 -0.06 0.21
H -2.01 -1.66 1.35 0.21
H -2.24 -1.65 -0.43 0.21
H 0.09 0.63 -1.03 0.21
H -1.38 -0.08 -1.71 0.20
H -1.09 2.75 -0.46 0.22
H -2.60 2.08 -0.92 0.19
H 0.22 3.33 -3.83 0.20
H 0.63 1.85 -2.96 0.17
H 0.60 3.40 -2.10 0.21
H -2.03 2.60 -4.51 0.20
H -3.16 1.95 -3.24 0.20
H -1.78 0.98 -3.85 0.16
H -1.96 -0.29 2.99 0.20
H -1.35 1.25 3.44 0.23
H 0.85 0.25 3.64 0.37
H -0.49 -2.39 3.71 0.21
H 1.21 -1.99 4.06 0.21
H 2.25 -0.62 1.99 0.23
H 4.59 1.46 -1.25 0.20
H 5.52 1.47 0.27 0.20
H 5.76 0.21 -0.88 0.20
H 1.90 -3.09 -1.53 0.24
H 0.20 -4.37 -0.30 0.20
```

energy relative to the best compared isomer or geometry (same formula, charge and spin)	323.39	kJ/mol
DFT total energy	-29115.9482	eV
HOMO energy	-7.84	eV
net charge	0
orbital gap	7.780	eV
strongest force on any atom	2.9	eV/Å